Formula: C5H9N3O2
Source: the Open Molecules 2025 dataset
Level of theory: the ωB97M-V functional and the def2-TZVPD basis

Each line ends with the natural charge from an NBO analysis.
Element x y z (Å)
O  2.756  0.613  0.899  -0.419
N  2.558  -0.057  -0.102  0.650
O  3.269  -0.306  -1.056  -0.413
N  1.324  -0.579  -0.230  -0.430
C  0.290  -0.356  0.736  -0.088
C  -0.821  -1.321  0.584  -0.528
C  -1.767  -0.788  -0.501  0.115
N  -1.805  0.256  -1.153  -0.401
C  -0.980  1.325  -0.826  -0.255
C  -0.237  1.110  0.490  -0.444
H  1.097  -1.048  -1.045  0.404
H  0.897  -0.221  1.702  0.254
H  -1.401  -1.362  1.528  0.256
H  -0.675  -2.464  0.591  0.253
H  -2.468  -1.581  -0.882  0.168
H  -1.650  2.335  -0.882  0.222
H  -0.225  1.232  -1.671  0.208
H  0.726  1.734  0.527  0.235
H  -0.887  1.478  1.290  0.214

Properties
Spin multiplicity = 1
Kohn-Sham gap = 10.16 eV
Net charge = 0
DFT total energy = -510.49688 a.u.
Energy relative to the best compared isomer or geometry (same formula, charge and spin) = 121.15 kcal/mol
E_HOMO = -9.53 eV
LUMO level = 0.64 eV
SMILES = O=[N+]([O-])N[C@@H]1CC=NCC1